# 1
Below is a structure of composition C28H19BrCaF6N2O6S6, with properties calculated with ωB97M-V/def2-TZVPD.

Structure (XYZ):
```
69
Properties=species:S:1:pos:R:3:forces:R:3
Ca 0.35661 -0.10332 -0.14149 0.3 -0.3 -0.9
S 1.88591 -2.55277 0.32370 0.0 0.1 0.0
C 1.99557 -3.35031 1.86339 -0.1 0.0 0.1
C 1.26875 -4.54505 2.06318 0.0 0.0 0.0
C 1.34787 -5.28172 3.22696 0.0 0.0 0.0
C 2.15637 -4.85836 4.27996 0.0 0.0 0.0
C 2.86490 -3.67967 4.13097 0.0 0.0 0.0
C 2.79708 -2.93535 2.95275 0.0 0.0 0.0
S 3.79729 -1.47262 2.86175 0.0 0.0 0.0
C 2.47900 -0.20972 2.84905 0.0 0.0 0.0
C 3.00050 1.00072 2.14373 0.1 0.1 0.0
C 3.85174 1.88013 2.80385 0.0 0.0 0.0
C 4.40204 2.93450 2.09685 0.0 0.0 0.0
C 4.10347 3.07169 0.75458 0.0 0.0 0.0
C 3.22827 2.16480 0.16185 0.1 0.0 0.0
C 2.87230 2.30301 -1.28905 0.0 0.0 0.0
S 2.52214 0.68738 -2.04704 0.0 0.0 0.0
C 1.56701 1.21392 -3.44496 -0.2 0.1 0.1
C 2.06338 0.91671 -4.70959 0.0 0.0 0.0
C 1.34133 1.22418 -5.85027 0.0 0.0 0.0
C 0.10685 1.84789 -5.70918 0.0 0.0 0.0
C -0.38942 2.15054 -4.45540 0.0 0.0 0.0
C 0.30985 1.83613 -3.27743 0.0 -0.1 0.0
S -0.39332 2.24496 -1.73452 0.0 -0.1 0.3
N 2.68252 1.16413 0.85569 -0.4 -0.1 0.0
H 0.63830 -4.87663 1.24810 0.0 0.0 0.0
H 0.76853 -6.19431 3.31898 0.0 0.0 0.0
H 2.21992 -5.42579 5.20071 0.0 0.0 0.0
H 3.48709 -3.30807 4.93669 0.0 0.0 0.0
H 2.17001 0.02385 3.86612 0.0 0.0 0.0
H 1.64315 -0.64743 2.31031 0.0 0.0 0.0
H 4.07753 1.71757 3.84954 0.0 0.0 0.0
H 5.06752 3.63574 2.58627 0.0 0.0 0.0
H 4.52847 3.87007 0.16038 0.0 0.0 0.0
H 3.68356 2.79934 -1.82236 0.0 0.0 0.0
H 1.95301 2.89345 -1.37740 0.0 0.0 0.0
H 3.02368 0.42111 -4.78485 0.0 0.0 0.0
H 1.72653 0.96593 -6.82881 0.0 0.0 0.0
H -0.48410 2.08787 -6.58644 0.0 0.0 0.0
H -1.35897 2.62127 -4.35094 0.0 0.0 0.0
F -3.86601 -0.40095 2.89242 0.0 0.0 0.0
C -2.71944 -0.47676 3.57144 -0.1 0.0 -0.1
F -2.85104 0.18980 4.71194 0.0 0.0 0.0
F -2.49281 -1.75947 3.86465 0.0 0.0 0.0
S -1.29576 0.18190 2.55611 -0.1 0.1 0.0
O -0.78640 -0.98441 1.86925 0.1 -0.3 0.1
O -0.44832 0.83412 3.50749 0.0 0.0 0.1
N -1.87781 1.07821 1.40961 0.2 0.1 0.1
S -2.27075 2.58596 1.77398 -0.2 0.3 -0.1
O -2.99853 2.65470 3.01154 -0.1 0.1 0.1
O -1.21874 3.51920 1.52719 0.1 0.0 0.0
C -3.53891 2.89920 0.42021 0.0 0.0 0.0
F -3.64688 1.89542 -0.43174 0.0 0.0 0.0
F -4.73872 3.09216 0.99531 0.0 0.0 0.0
F -3.22475 4.00705 -0.24197 0.0 0.0 0.0
Br -6.01936 -0.69093 -4.67050 0.0 0.0 0.0
C -4.75653 -0.99100 -3.26548 0.0 0.0 0.0
C -5.20876 -0.97780 -1.95743 0.0 0.0 0.0
C -4.28722 -1.19423 -0.94193 0.0 0.0 0.0
C -2.94942 -1.40001 -1.24284 0.0 0.0 0.0
C -2.51352 -1.40752 -2.56259 0.1 0.0 0.0
C -3.43127 -1.21229 -3.58758 -0.1 0.0 0.0
C -1.03349 -1.60238 -2.91362 -0.2 0.1 0.0
O -0.77174 -2.09380 -4.00904 0.0 0.0 0.0
O -0.23270 -1.20646 -2.01615 0.2 0.0 0.4
H -6.25169 -0.79382 -1.73855 0.0 0.0 0.0
H -4.61424 -1.18153 0.09079 0.0 0.0 0.0
H -2.23330 -1.56342 -0.44689 0.0 0.0 0.0
H -3.08413 -1.23673 -4.61120 0.0 0.0 0.0
```
Positions in Å, forces in eV/Å.

Properties
frontier orbital gap	0.2287	hartree
charge	-2
ΔE to the lowest compared entry with this formula, charge and spin	75.0	kJ/mol

Mulliken atomic charge list, values in e, 4 entries: 1.129 -0.301 0.314 -0.768


# 2
Below is a structure of composition C5H13N, with properties calculated with ωB97M-V/def2-TZVPD.

Structure (XYZ):
```
19
Properties=species:S:1:pos:R:3:forces:R:3
C 0.83965 1.14679 1.60975 -0.5 -0.7 0.2
C 0.58091 -0.20143 1.05135 1.1 -1.3 -0.9
C 0.47269 -0.39972 -0.44708 -0.3 0.3 0.4
C -0.94589 -0.82910 -0.83863 -0.5 1.0 0.1
C 1.60656 -1.30543 -0.98164 0.1 -0.1 0.0
N -2.14474 1.59005 -0.10970 0.0 0.4 0.2
H 1.10919 1.23282 2.65846 -0.2 -0.2 0.0
H 1.33249 1.87500 0.97401 -0.4 0.0 -0.2
H -0.30270 0.83112 1.36985 0.0 2.0 0.5
H 0.46340 -1.08240 1.67323 0.0 0.2 0.2
H 0.57821 0.61946 -0.84341 0.1 -0.2 -0.2
H -1.02869 -0.97543 -1.92760 0.1 -0.2 0.1
H -1.27543 -1.72695 -0.30655 0.1 -0.2 0.0
H -1.64728 0.13653 -0.54657 0.7 -1.3 -0.4
H 1.22667 -2.16910 -1.53017 -0.2 0.0 0.0
H 2.26179 -0.76981 -1.66566 0.2 0.1 -0.1
H 2.22637 -1.68849 -0.16752 0.0 0.0 0.0
H -2.69096 2.17858 -0.74323 -0.1 0.0 0.2
H -2.66223 1.53750 0.77112 -0.2 0.2 -0.1
```
Positions in Å, forces in eV/Å.

Properties
frontier orbital gap (alpha / beta)	0.2110 / 0.2114	hartree
charge	-1
ΔE to the lowest compared entry with this formula, charge and spin	331.7	kJ/mol
<S²>	0.7549
multiplicity	2

Mulliken atomic charge list, values in e, 4 entries: -0.753 -0.758 0.829 -1.535


# 3
Below is a structure of composition C8H8CoIO5, with properties calculated with ωB97M-V/def2-TZVPD.

Structure (XYZ):
```
23
Properties=species:S:1:pos:R:3:forces:R:3
Co 1.05306 1.43973 -0.40818 -0.6 0.3 -1.5
O -2.02532 0.57055 -2.73943 0.2 0.0 0.0
C -1.15631 0.65894 -1.89148 0.1 0.4 -0.3
O -0.21874 1.56512 -1.84295 -0.3 -0.2 0.2
C -1.00149 -0.33048 -0.76253 -0.1 -0.2 0.2
C 0.34026 -1.05858 -1.02618 0.2 0.1 -0.1
C 0.69328 -1.99267 0.12051 -0.2 0.0 0.1
C 0.88138 -1.12372 1.37514 0.2 0.0 -0.1
C 0.40676 0.28842 1.18899 -0.3 -0.4 0.5
O 1.43339 -0.17176 -1.13729 0.1 -0.3 0.4
C -0.97817 0.41243 0.62473 0.1 0.1 -0.1
C -1.25468 1.93802 0.63020 0.1 0.2 -0.1
O -2.35017 2.39032 0.89056 0.0 -0.1 0.0
O -0.16889 2.63860 0.42752 0.0 -0.2 0.4
H -1.80862 -1.06055 -0.80527 -0.1 0.1 0.0
H 0.24029 -1.61769 -1.96250 0.0 0.0 0.0
H 1.62257 -2.49901 -0.13726 0.0 0.0 0.0
H -0.08215 -2.75258 0.25740 0.0 0.0 0.0
H 1.91025 -1.14338 1.73195 0.0 0.0 0.0
H 0.25295 -1.50806 2.19084 0.1 0.0 0.1
H 0.59877 0.92002 2.05125 0.2 0.2 -0.2
H -1.72348 -0.04154 1.28556 0.1 -0.1 0.0
I 3.33506 2.47790 -0.06157 0.2 0.0 0.4
```
Positions in Å, forces in eV/Å.

Properties
frontier orbital gap (alpha / beta)	0.2442 / 0.3029	hartree
charge	-1
<S²>	1.1796
multiplicity	2

Mulliken atomic charge list, values in e, 4 entries: -0.142 -0.742 0.356 -0.462


# 4
Below is a structure of composition C23H41N2P3SeV, with properties calculated with ωB97M-V/def2-TZVPD.

Structure (XYZ):
```
71
Properties=species:S:1:pos:R:3:forces:R:3
V 1.82045 1.12921 -0.36360 -1.9 0.2 0.4
P 0.69864 0.51490 1.88994 0.7 1.1 2.6
P -1.23362 0.59620 -0.78023 -1.6 -0.3 -0.6
P 0.64949 3.20974 -0.33301 0.3 2.4 0.5
H 4.72181 1.14832 -1.32988 -0.8 -0.4 -0.6
C 4.02584 1.82913 -0.84655 1.8 0.5 3.1
C 3.68187 1.51410 0.50259 1.7 0.6 -1.3
H 4.03832 0.54272 0.84404 -0.3 0.0 0.3
C 0.58002 -1.20308 2.51928 0.1 -0.7 -0.5
C -0.74973 1.19368 2.83512 -0.4 0.2 -0.5
C 1.98447 1.22013 3.00849 0.0 0.0 0.1
C -1.94060 0.52010 -2.48739 0.4 0.2 -0.4
C -1.81678 -1.05051 -0.23465 0.3 -0.4 0.3
C -2.64284 1.57441 -0.06452 0.5 0.4 0.4
C 2.16632 4.20640 -0.07833 0.3 0.0 -0.2
C -0.44115 4.06444 0.85591 -0.3 -0.6 0.4
C 0.06429 3.74250 -1.95996 -0.3 -0.7 -0.4
H 4.44360 2.82956 -1.00464 -1.1 0.1 -0.3
H 3.76881 2.32769 1.22596 -0.5 -0.3 -0.1
H 0.78115 -1.93588 1.73630 0.0 -0.1 0.2
H -0.42358 -1.40251 2.92105 0.3 0.2 -0.2
H 1.30652 -1.34332 3.32795 -0.1 0.0 -0.2
H -1.65139 0.59989 2.65299 0.2 0.1 0.0
H -0.95580 2.24304 2.61374 0.0 -0.3 0.0
H -0.51768 1.12749 3.90911 0.2 -0.2 -0.4
H 2.98021 1.08094 2.58354 -0.3 -0.1 0.6
H 1.91655 0.71750 3.98532 0.1 0.4 -0.2
H 1.78888 2.30514 3.12592 0.2 -0.5 0.0
H -3.01627 0.73497 -2.43158 0.3 -0.1 0.0
H -1.81400 -0.47737 -2.92037 -0.1 0.3 0.0
H -1.46944 1.25679 -3.14660 -0.2 -0.1 0.0
H -2.75908 -1.29196 -0.74378 0.2 0.2 0.1
H -1.99444 -1.09128 0.84602 0.1 0.0 -0.1
H -1.08578 -1.82263 -0.49596 -0.2 0.1 0.1
H -3.58639 1.09950 -0.36143 0.3 0.0 0.0
H -2.63930 2.60464 -0.44995 -0.1 -0.4 0.1
H -2.58855 1.59066 1.02993 -0.1 0.2 -0.3
H 1.91446 5.26062 -0.27159 0.1 -0.3 0.1
H 2.92537 3.87599 -0.79758 -0.3 0.6 0.3
H 2.54003 4.09149 0.95256 -0.2 0.2 -0.4
H -0.38948 5.14382 0.66811 0.1 -0.2 -0.2
H -0.10898 3.89576 1.88947 0.0 0.1 -0.4
H -1.47822 3.74312 0.75303 0.1 0.1 0.1
H 0.15455 4.82895 -2.00147 0.0 0.0 0.0
H -0.98672 3.45789 -2.12187 0.3 0.1 0.1
H 0.66108 3.30055 -2.76680 0.0 0.2 0.1
C 1.15558 -2.03299 -1.69564 -0.2 2.0 0.0
C 2.00751 -1.45673 -0.69788 1.1 -1.2 -1.2
C 2.93520 -0.52656 -1.22186 -0.2 -0.8 -1.2
C 2.48932 0.36225 -2.27009 0.7 -0.9 -0.8
C 1.21081 0.11409 -2.84975 0.5 -0.4 -0.2
C 0.68364 -1.19087 -2.71732 0.0 -0.3 0.4
Se 0.89130 -3.90322 -1.76315 -1.2 -0.6 0.0
H 2.16683 -4.12407 -2.43826 0.5 -0.1 0.2
H 2.27230 -2.04682 0.18178 0.1 0.1 -0.3
H 3.98726 -0.61685 -0.91148 -0.8 0.4 0.2
H 3.17517 1.09251 -2.74608 -0.7 -0.8 0.1
H 0.79779 0.85675 -3.54419 0.1 -0.6 0.1
H -0.07369 -1.59028 -3.40036 0.4 0.3 0.1
N -6.18994 -5.96007 1.67080 1.7 0.6 -0.6
C -5.14181 -5.59183 1.32099 -1.1 -0.5 0.4
C -3.84044 -5.13693 0.87827 -0.4 -0.2 0.2
C -2.86906 -4.75252 1.81133 0.4 0.3 -0.8
C -1.63506 -4.30676 1.32387 1.0 0.1 1.0
N -1.37748 -4.21200 0.02212 -2.4 -1.0 0.6
C -2.28368 -4.62451 -0.86965 0.6 -0.1 -0.9
C -3.54215 -5.09305 -0.48646 0.5 0.5 0.1
H -3.05353 -4.77610 2.87623 0.1 0.0 0.0
H -0.83393 -4.01719 2.01545 -0.3 -0.2 -0.2
H -2.00017 -4.58203 -1.92246 -0.1 -0.1 0.1
H -4.25469 -5.38766 -1.25080 0.1 0.0 0.1
```
Positions in Å, forces in eV/Å.

Properties
frontier orbital gap (alpha / beta)	0.2249 / 0.1858	hartree
charge	+4
<S²>	0.7600
multiplicity	2

Mulliken atomic charge list, values in e, 4 entries: -0.028 1.337 0.804 1.547


# 5
Below is the molecule C5H10N2O2S2, with properties calculated with ωB97M-V/def2-TZVPD.

Structure (XYZ):
```
21
Properties=species:S:1:pos:R:3:forces:R:3
C 1.32365 -0.16284 -0.15286 -2.9 -1.1 -0.8
C -0.73670 0.23042 -1.28781 0.4 0.1 2.8
C -1.24520 1.40534 -0.47723 0.8 -0.1 -1.3
C -1.65597 -0.25178 -2.35046 1.1 0.6 -3.5
C 3.41140 1.28226 -1.41762 -0.2 -0.3 -0.5
N 0.60395 0.09292 -1.19475 -0.1 -0.2 -1.1
N -1.07312 -0.96965 0.66344 0.5 1.5 -0.7
O 3.18215 1.09501 1.03589 -0.7 -1.1 -0.5
O 3.92497 -0.97897 -0.09454 -1.7 0.6 -0.5
S 0.48963 -0.97740 1.16738 0.3 -0.1 0.0
S 3.03861 0.17256 -0.08982 3.5 1.5 1.6
H -2.18619 1.20224 -0.04228 -1.7 0.2 -0.5
H -1.05053 2.32304 -1.05522 -0.7 -0.1 0.3
H -0.70449 1.43858 0.41313 1.5 0.4 1.3
H -1.29042 -1.10124 -2.99415 0.0 0.9 0.8
H -1.89407 0.62815 -3.09744 0.9 -1.3 1.3
H -2.65167 -0.49934 -2.08377 -0.7 -0.3 1.2
H 2.64705 2.02546 -1.40743 -0.4 0.6 0.0
H 4.36572 1.68903 -1.17566 0.6 0.5 1.0
H 3.61325 0.95970 -2.40944 -0.6 -1.1 -0.9
H -1.41286 -1.90117 0.53194 0.1 -1.0 0.0
```
Positions in Å, forces in eV/Å.

Properties
frontier orbital gap (alpha / beta)	0.2868 / 0.2867	hartree
ΔE to the lowest compared entry with this formula, charge and spin	266.2	kJ/mol

Mulliken atomic charge list, values in e, 4 entries: 0.384 0.639 -1.061 -1.357


# 6
Below is a cluster of 2 separate species, C2H8N6 in total, with properties calculated with ωB97M-V/def2-TZVPD.

Structure (XYZ):
```
16
Properties=species:S:1:pos:R:3:forces:R:3
C -0.18117 1.60666 0.31897 -0.3 -1.7 0.4
C 1.46814 -1.33674 0.18424 -0.1 -1.4 -1.0
N 0.89852 2.06120 0.46068 0.4 1.6 0.1
N 1.24070 -1.66914 -0.92041 -0.6 1.0 1.2
N -1.02198 0.66882 0.30086 0.1 0.4 -0.3
N 1.81741 -0.95231 1.38138 -1.1 1.7 -4.1
N 0.59928 -1.63365 -2.10228 4.3 0.2 -1.2
N -2.38863 0.90001 0.41967 -4.2 2.5 1.7
H 1.37218 2.86404 0.04957 0.2 -0.4 -0.1
H 1.89947 0.04016 1.40685 0.4 0.8 0.7
H 2.01622 -1.47023 2.15487 0.6 -2.2 2.4
H -0.28831 -1.97690 -2.20252 -3.0 -1.1 0.9
H 1.16361 -2.07875 -2.86792 -0.2 0.8 1.1
H -2.86888 0.45240 -0.38296 0.2 0.2 0.4
H -2.79999 1.95113 0.47752 1.6 -2.2 -0.7
H -2.92658 0.57330 1.32148 1.9 -0.3 -1.5
```
Positions in Å, forces in eV/Å.

Properties
frontier orbital gap	0.3718	hartree
charge	+2
ΔE to the lowest compared entry with this formula, charge and spin	265.3	kJ/mol

Mulliken atomic charge list, values in e, 4 entries: 0.479 0.453 -0.313 0.320


Number 1: energy -7879.59953 a.u.. Number 2: energy -252.87515 a.u.. Number 3: energy -2366.38213 a.u.. Number 4: energy -5378.15381 a.u.. Number 5: energy -1252.73493 a.u.. Number 6: energy -408.74788 a.u..